(1)
{
  "formula": "Ca5O16P4",
  "method": "the ωB97M-V functional and the def2-TZVPD basis",
  "orbital_gap_ev": 2.15,
  "relative_energy_kj_mol": 0.0,
  "total_charge": -2,
  "e_tot_ev": -162121.042,
  "lumo_ev": 1.30,
  "species": ["Ca", "Ca", "Ca", "Ca", "Ca", "P", "O", "O", "O", "O", "P", "O", "O", "O", "O", "P", "O", "O", "O", "O", "P", "O", "O", "O", "O"],
  "xyz": [[-3.13, 0.73, 1.44], [3.53, 0.56, 0.00], [0.09, -1.72, 0.79], [-1.25, 0.06, -3.17], [-0.26, 3.47, -1.16], [-1.51, -0.82, 3.79], [-1.92, -2.13, 4.52], [-2.70, 0.03, 3.49], [-0.47, -1.00, 2.70], [-0.68, 0.02, 4.79], [2.35, -2.50, 2.30], [1.69, -2.01, 3.55], [2.50, -1.45, 1.31], [1.20, -3.48, 1.92], [3.75, -3.26, 2.56], [-0.41, 2.43, -5.19], [0.97, 2.63, -5.50], [-0.69, 0.86, -5.08], [-1.33, 2.77, -6.27], [-0.71, 3.27, -3.91], [-0.12, 0.41, -0.59], [-1.18, 0.32, 0.56], [-0.45, -1.00, -1.36], [1.21, 0.35, 0.14], [-0.49, 1.42, -1.65]],
  "lowdin_charge": [1.341, 1.193, 1.395, 1.399, 1.072, -0.123, -0.306, -0.553, -0.480, -0.242, -0.160, -0.129, -0.523, -0.393, -0.400, -0.330, -0.402, -0.654, -0.434, -0.551, -0.091, -0.660, -0.636, -0.604, -0.731]
}



(2)
{
  "formula": "C28H72F10N8O23PS10",
  "method": "the ωB97M-V functional and the def2-TZVPD basis",
  "spin_multiplicity": 2,
  "orbital_gap_ev": [7.19, 2.90],
  "total_charge": 0,
  "e_tot_ev": -234017.879,
  "lumo_ev": [-2.56, -6.85],
  "species": ["C", "C", "C", "O", "C", "N", "H", "H", "H", "H", "H", "H", "H", "H", "H", "H", "H", "H", "C", "C", "C", "O", "C", "N", "H", "H", "H", "H", "H", "H", "H", "H", "H", "H", "H", "H", "C", "C", "C", "O", "C", "N", "H", "H", "H", "H", "H", "H", "H", "H", "H", "H", "H", "H", "C", "C", "C", "C", "P", "C", "C", "C", "C", "C", "C", "C", "C", "C", "C", "C", "C", "H", "H", "H", "H", "H", "H", "H", "H", "H", "H", "H", "H", "H", "H", "H", "H", "H", "H", "H", "H", "H", "H", "H", "H", "H", "H", "H", "H", "H", "H", "H", "H", "H", "H", "H", "H", "N", "S", "O", "O", "F", "S", "O", "O", "F", "N", "S", "O", "O", "F", "S", "O", "O", "F", "N", "S", "O", "O", "F", "S", "O", "O", "F", "N", "S", "O", "O", "F", "S", "O", "O", "F", "N", "S", "O", "O", "F", "S", "O", "O", "F"],
  "xyz": [[-23.21, -24.60, -15.88], [-24.52, -24.75, -15.03], [-24.39, -25.83, -13.91], [-25.48, -25.69, -13.05], [-26.72, -26.39, -13.32], [-24.89, -23.41, -14.34], [-24.19, -23.13, -13.67], [-24.96, -22.68, -15.03], [-25.74, -23.29, -13.81], [-23.29, -23.93, -16.73], [-22.88, -25.59, -16.21], [-22.45, -24.23, -15.19], [-25.45, -24.95, -15.57], [-23.42, -25.89, -13.43], [-24.36, -26.81, -14.40], [-26.78, -27.31, -12.73], [-26.73, -26.64, -14.38], [-27.62, -25.80, -13.14], [-25.85, -31.17, -15.89], [-25.29, -30.20, -16.87], [-25.69, -28.66, -16.62], [-25.09, -27.72, -17.57], [-25.97, -26.71, -18.04], [-23.74, -30.42, -16.82], [-23.64, -31.37, -17.15], [-23.10, -29.82, -17.32], [-23.40, -30.46, -15.86], [-25.75, -32.22, -16.14], [-26.94, -31.06, -15.93], [-25.53, -31.02, -14.85], [-25.50, -30.52, -17.89], [-25.56, -28.19, -15.64], [-26.78, -28.70, -16.71], [-26.40, -26.12, -17.22], [-26.81, -27.15, -18.57], [-25.44, -26.03, -18.70], [-27.01, -18.51, -14.43], [-25.69, -18.92, -13.65], [-25.85, -18.59, -12.13], [-24.56, -18.83, -11.59], [-24.67, -18.35, -10.23], [-25.51, -20.40, -13.76], [-26.21, -21.04, -13.44], [-25.24, -20.52, -14.73], [-24.71, -20.67, -13.21], [-27.32, -17.47, -14.38], [-27.88, -19.10, -14.11], [-26.82, -18.76, -15.47], [-24.73, -18.56, -14.03], [-26.78, -18.96, -11.70], [-25.93, -17.51, -12.08], [-25.61, -18.48, -9.69], [-24.41, -17.29, -10.22], [-23.92, -18.89, -9.64], [-37.26, -27.06, -10.07], [-35.79, -27.19, -10.68], [-34.65, -26.49, -9.90], [-33.29, -26.73, -10.57], [-31.80, -25.91, -9.83], [-31.58, -24.24, -10.53], [-32.84, -23.50, -10.98], [-32.40, -22.05, -11.60], [-32.19, -20.89, -10.61], [-30.48, -26.98, -10.37], [-29.19, -26.32, -9.76], [-28.00, -27.32, -9.79], [-26.67, -26.59, -9.68], [-31.89, -25.77, -7.97], [-31.77, -27.12, -7.14], [-31.69, -27.06, -5.57], [-30.58, -26.08, -5.06], [-38.01, -27.46, -10.75], [-37.57, -26.04, -9.85], [-37.29, -27.56, -9.10], [-35.85, -26.81, -11.70], [-35.47, -28.23, -10.77], [-34.72, -26.84, -8.87], [-34.87, -25.42, -9.97], [-33.26, -26.32, -11.58], [-33.06, -27.79, -10.63], [-30.75, -24.23, -11.24], [-31.23, -23.60, -9.72], [-33.52, -23.40, -10.13], [-33.43, -24.06, -11.71], [-33.12, -21.88, -12.40], [-31.45, -22.18, -12.12], [-32.79, -20.93, -9.70], [-32.40, -19.92, -11.06], [-31.15, -20.87, -10.28], [-30.55, -27.19, -11.44], [-30.72, -27.96, -9.97], [-29.27, -25.97, -8.73], [-28.88, -25.55, -10.47], [-28.02, -27.93, -10.69], [-28.14, -28.05, -8.98], [-26.28, -26.01, -10.52], [-25.89, -27.32, -9.48], [-26.53, -26.08, -8.73], [-32.83, -25.26, -7.76], [-31.19, -25.04, -7.58], [-30.89, -27.58, -7.60], [-32.48, -27.86, -7.49], [-31.53, -28.01, -5.06], [-32.64, -26.69, -5.18], [-29.64, -26.38, -5.52], [-30.50, -26.11, -3.97], [-30.81, -25.07, -5.37], [-23.48, -21.78, -12.45], [-21.97, -21.06, -12.38], [-20.92, -21.67, -13.24], [-21.58, -20.43, -11.10], [-22.33, -19.76, -13.30], [-23.51, -22.30, -11.03], [-24.09, -21.46, -9.97], [-22.48, -23.28, -10.65], [-24.72, -23.33, -11.33], [-25.03, -21.28, -16.34], [-26.07, -21.45, -17.71], [-26.47, -22.81, -18.00], [-25.89, -20.61, -18.88], [-27.43, -20.85, -17.02], [-23.83, -21.05, -17.22], [-23.56, -19.67, -17.49], [-23.37, -21.96, -18.27], [-22.76, -21.43, -16.04], [-22.47, -30.55, -14.36], [-21.59, -29.35, -14.29], [-20.35, -29.31, -13.55], [-22.29, -28.07, -14.41], [-21.09, -29.60, -15.81], [-23.36, -30.28, -12.90], [-24.66, -29.68, -13.18], [-22.60, -30.02, -11.71], [-23.80, -31.80, -12.72], [-31.21, -27.25, -15.67], [-29.71, -27.12, -15.24], [-29.39, -27.38, -13.82], [-28.84, -26.27, -16.07], [-29.27, -28.53, -15.83], [-31.65, -25.82, -14.80], [-31.44, -24.54, -15.52], [-31.47, -25.88, -13.34], [-33.28, -25.90, -14.95], [-27.45, -22.29, -13.11], [-28.74, -22.68, -13.73], [-29.73, -21.65, -14.09], [-29.27, -24.08, -13.51], [-28.08, -22.81, -15.23], [-28.11, -22.03, -11.52], [-28.23, -23.20, -10.66], [-29.01, -20.94, -11.28], [-26.76, -21.40, -10.92]],
  "mulliken_spin": [0.001, 0.000, -0.004, 0.000, -0.010, -0.002, 0.000, 0.002, -0.001, 0.000, 0.000, 0.000, 0.000, 0.000, 0.002, 0.002, -0.001, 0.003, 0.000, -0.001, 0.002, 0.000, 0.000, 0.000, 0.000, 0.000, 0.000, 0.000, 0.000, 0.000, 0.000, -0.001, 0.000, 0.001, 0.000, 0.000, 0.000, 0.000, 0.000, 0.000, 0.000, 0.000, 0.000, 0.001, 0.000, 0.000, 0.000, 0.000, 0.000, 0.000, 0.000, 0.000, 0.000, 0.000, 0.000, 0.000, 0.000, 0.000, -0.001, -0.006, 0.000, 0.000, 0.000, -0.004, -0.001, 0.000, 0.000, 0.000, 0.000, 0.000, 0.000, 0.000, 0.000, 0.000, 0.000, 0.000, 0.000, 0.000, -0.001, 0.000, 0.007, 0.000, 0.000, 0.000, 0.000, 0.000, 0.000, 0.000, 0.000, 0.001, 0.000, 0.000, 0.001, 0.000, 0.000, 0.000, 0.000, 0.000, 0.000, 0.000, 0.000, 0.000, 0.000, 0.000, 0.000, 0.000, 0.000, 0.000, 0.000, 0.000, 0.000, 0.000, 0.000, 0.000, 0.000, 0.000, 0.000, 0.000, 0.000, 0.000, 0.000, 0.000, 0.000, 0.000, 0.000, 0.000, 0.000, 0.000, 0.001, 0.000, 0.000, 0.000, 0.000, 0.000, 0.606, -0.073, 0.180, 0.210, 0.000, -0.035, 0.075, 0.050, -0.001, -0.001, -0.003, 0.001, 0.002, 0.000, 0.001, 0.000, 0.000, 0.000]
}



(3)
{
  "formula": "C18H32N8O13",
  "method": "the ωB97M-V functional and the def2-TZVPD basis",
  "orbital_gap_ev": 8.72,
  "relative_energy_kj_mol": 0.0,
  "total_charge": 0,
  "e_tot_ev": -57706.315,
  "smiles": "OCCCCc1ccc2nccnc2c1.C[N+](=O)[O-].C[N+](=O)[O-].C[N+](=O)[O-].C[N+](=O)[O-].C[N+](=O)[O-].C[N+](=O)[O-]",
  "lumo_ev": -0.17,
  "species": ["O", "C", "C", "C", "C", "C", "C", "C", "C", "N", "C", "C", "N", "C", "C", "H", "H", "H", "H", "H", "H", "H", "H", "H", "H", "H", "H", "H", "H", "C", "N", "O", "O", "H", "H", "H", "C", "N", "O", "O", "H", "H", "H", "C", "N", "O", "O", "H", "H", "H", "C", "N", "O", "O", "H", "H", "H", "C", "N", "O", "O", "H", "H", "H", "C", "N", "O", "O", "H", "H", "H"],
  "xyz": [[3.06, -0.23, 0.42], [4.03, 0.63, -0.17], [3.42, 1.51, -1.27], [3.24, 3.00, -0.90], [1.85, 3.42, -0.35], [1.01, 2.30, 0.18], [1.19, 1.90, 1.53], [0.44, 0.89, 2.06], [-0.53, 0.22, 1.29], [-1.25, -0.79, 1.84], [-2.10, -1.37, 1.05], [-2.28, -0.98, -0.29], [-1.61, -0.02, -0.87], [-0.71, 0.61, -0.06], [0.08, 1.67, -0.58], [3.25, -1.14, 0.16], [4.51, 1.25, 0.58], [4.79, 0.00, -0.64], [4.13, 1.50, -2.10], [2.51, 1.05, -1.64], [3.41, 3.57, -1.81], [3.99, 3.27, -0.17], [2.03, 4.08, 0.50], [1.27, 4.01, -1.05], [1.94, 2.43, 2.11], [0.58, 0.58, 3.09], [-2.70, -2.18, 1.44], [-3.01, -1.52, -0.89], [-0.07, 1.97, -1.61], [1.55, -2.28, 3.84], [2.31, -1.51, 4.86], [3.09, -0.66, 4.47], [2.09, -1.77, 6.02], [1.84, -1.93, 2.85], [1.81, -3.33, 3.97], [0.49, -2.12, 4.01], [-4.68, -3.66, -3.37], [-4.20, -3.79, -1.96], [-4.63, -3.01, -1.13], [-3.41, -4.68, -1.74], [-5.37, -2.83, -3.43], [-3.80, -3.48, -3.99], [-5.15, -4.60, -3.63], [0.24, 6.24, -3.92], [0.51, 4.78, -3.88], [1.35, 4.34, -4.64], [-0.12, 4.12, -3.08], [0.87, 6.69, -4.68], [-0.81, 6.36, -4.16], [0.46, 6.64, -2.94], [6.30, -0.02, 3.82], [7.12, 0.65, 2.76], [8.30, 0.79, 2.97], [6.52, 1.01, 1.77], [6.95, -0.29, 4.64], [5.53, 0.68, 4.13], [5.85, -0.90, 3.37], [-4.43, 1.20, -2.76], [-5.27, 0.25, -3.53], [-6.46, 0.45, -3.58], [-4.70, -0.67, -4.08], [-5.08, 1.96, -2.34], [-3.92, 0.64, -1.98], [-3.71, 1.63, -3.44], [-5.07, -5.44, 1.23], [-4.58, -5.59, 2.63], [-5.00, -4.81, 3.47], [-3.78, -6.47, 2.84], [-5.77, -4.61, 1.20], [-4.20, -5.24, 0.60], [-5.55, -6.37, 0.96]],
  "lowdin_charge": [-0.077, -0.237, -0.166, -0.157, -0.137, -0.233, -0.014, -0.011, -0.218, 0.133, -0.110, -0.124, 0.131, -0.195, 0.028, 0.077, 0.083, 0.113, 0.104, 0.108, 0.098, 0.103, 0.107, 0.084, 0.121, 0.104, 0.104, 0.073, 0.111, 0.042, -0.447, 0.045, 0.071, 0.083, 0.100, 0.095, 0.051, -0.430, 0.036, 0.065, 0.073, 0.106, 0.104, 0.048, -0.447, 0.078, 0.043, 0.094, 0.100, 0.100, 0.045, -0.446, 0.074, 0.050, 0.095, 0.095, 0.097, 0.056, -0.439, 0.077, 0.036, 0.097, 0.070, 0.104, 0.037, -0.455, 0.064, 0.061, 0.091, 0.074, 0.101]
}



(4)
{
  "formula": "C5H10N2Si",
  "method": "the ωB97M-V functional and the def2-TZVPD basis",
  "orbital_gap_ev": [9.73, 5.29],
  "relative_energy_kj_mol": 618.4,
  "total_charge": 0,
  "e_tot_ev": -16199.326,
  "lumo_ev": [-0.14, -2.96],
  "species": ["C", "C", "C", "C", "C", "N", "N", "Si", "H", "H", "H", "H", "H", "H", "H", "H", "H", "H"],
  "xyz": [[3.62, -0.34, -0.56], [2.29, 0.02, -0.73], [2.65, -0.03, 1.41], [-1.20, 1.13, -0.94], [-0.94, -0.52, 1.63], [3.79, -0.42, 0.82], [1.77, 0.30, 0.46], [-2.01, -0.15, 0.21], [4.18, -0.71, -1.31], [1.74, -0.04, -1.57], [2.63, 0.41, 2.38], [-0.22, 1.39, -0.62], [-1.06, 0.45, -1.90], [-1.85, 1.98, -1.15], [-0.75, 0.21, 2.49], [-0.45, -1.51, 1.93], [-3.27, 0.71, 0.87], [-2.33, -1.30, -0.62]],
  "nbo_charge": [0.075, 0.060, 0.311, -1.088, -0.775, -0.511, -0.513, 1.095, 0.196, 0.194, 0.205, 0.251, 0.217, 0.242, 0.201, 0.199, -0.177, -0.180]
}



(5)
{
  "formula": "C2H2NO2S",
  "method": "the ωB97M-V functional and the def2-TZVPD basis",
  "orbital_gap_ev": 7.07,
  "relative_energy_kj_mol": 403.8,
  "total_charge": -1,
  "e_tot_ev": -18524.244,
  "lumo_ev": 3.79,
  "species": ["C", "C", "N", "O", "O", "S", "H", "H"],
  "xyz": [[0.93, -0.54, -0.20], [-2.29, 0.72, -0.19], [-3.39, 0.94, -0.22], [0.51, 2.26, -0.13], [2.04, 0.24, -0.92], [1.35, 1.11, 0.32], [-1.25, 0.49, -0.20], [1.37, -1.38, 0.45]],
  "nbo_charge": [-0.587, 0.110, -0.418, -0.995, -0.743, 1.254, 0.258, 0.121]
}